(1)
Formula: C3H9NO2S2
Source: the OMol25 dataset
Level of theory: the ωB97M-V functional and the def2-TZVPD basis

Its SMILES is O=CNCCSS.O. As for the orbital gap: 9.6 eV. The value obtained for the energy relative to the best compared isomer or geometry (same formula, charge and spin) is 109.8 kJ/mol. As for the multiplicity: 1. As for the charge: 0.

Cartesian coordinates (Å):
O (-0.397, -1.082, -3.333)
C (0.059, -0.560, -2.338)
N (-0.458, -0.773, -1.099)
C (-0.004, 0.021, 0.012)
C (0.613, -0.680, 1.228)
S (1.156, 0.696, 2.279)
S (2.638, 0.201, 3.527)
H (0.964, 0.063, -2.372)
H (-1.189, -1.444, -0.939)
H (0.634, 0.867, -0.295)
H (-0.842, 0.673, 0.294)
H (1.505, -1.247, 0.914)
H (-0.043, -1.424, 1.684)
H (3.662, 0.244, 2.657)
O (-2.453, 1.247, -0.679)
H (-2.710, 1.677, -1.499)
H (-3.135, 1.521, -0.039)

Now the Löwdin charges, all in e: 0.01, -0.37, 0.03, -0.35, -0.51, 0.40, 0.30, 0.14, 0.15, 0.11, 0.07, 0.08, 0.08, -0.19, -0.06, 0.05, 0.06

=====

(2)
Formula: C2H7O2
Source: the OMol25 dataset
Level of theory: the ωB97M-V functional and the def2-TZVPD basis

Its expectation value of S² is 0.75. As for the orbital gap (spin up / spin down): 6.3 / 11.7 eV. The value obtained for the energy relative to the best compared isomer or geometry (same formula, charge and spin) is 0.0 kJ/mol. As for the multiplicity: 2. As for the charge: 0.

Cartesian coordinates (Å):
O (0.491, 1.707, 0.995)
H (-0.561, 0.898, -0.131)
H (1.401, 1.809, 0.692)
H (0.257, 2.604, 1.265)
O (-1.017, 0.251, -0.696)
C (-0.471, -0.986, -0.721)
C (0.664, -1.387, 0.128)
H (-0.920, -1.645, -1.438)
H (0.934, -0.745, 0.963)
H (1.645, -1.589, -0.347)
H (0.485, -2.402, 0.505)

Now the Löwdin charges, all in e: -0.03, 0.03, 0.07, 0.07, -0.04, -0.25, -0.13, 0.08, 0.05, 0.07, 0.07

=====

(3)
Formula: C29H28BrN2O3Pd
Source: the OMol25 dataset
Level of theory: the ωB97M-V functional and the def2-TZVPD basis

Its expectation value of S² is 6.04. As for the orbital gap (spin up / spin down): 9.0 / 6.1 eV. The value obtained for the energy relative to the best compared isomer or geometry (same formula, charge and spin) is 0.0 kJ/mol. As for the multiplicity: 5. As for the charge: +1.

Cartesian coordinates (Å):
Pd (-0.277, 0.168, 0.314)
C (1.872, -6.136, -3.110)
C (2.188, -4.888, -3.954)
C (1.169, -4.771, -5.101)
C (3.587, -5.036, -4.551)
C (2.066, -3.666, -3.064)
C (0.808, -3.398, -2.453)
C (0.692, -2.323, -1.648)
Br (-0.993, -1.970, -0.837)
C (1.775, -1.416, -1.348)
O (1.632, -0.443, -0.568)
C (3.053, -1.684, -2.000)
C (3.133, -2.793, -2.816)
C (4.228, -0.742, -1.783)
C (3.840, 0.668, -2.265)
C (5.456, -1.194, -2.578)
C (4.617, -0.712, -0.294)
H (1.948, -7.022, -3.741)
H (0.863, -6.111, -2.696)
H (2.579, -6.244, -2.285)
H (1.257, -5.646, -5.746)
H (1.354, -3.883, -5.706)
H (0.140, -4.733, -4.740)
H (3.611, -5.929, -5.176)
H (4.350, -5.156, -3.780)
H (3.855, -4.186, -5.181)
H (-0.038, -4.047, -2.631)
H (4.075, -3.003, -3.294)
H (3.599, 0.662, -3.330)
H (4.694, 1.333, -2.120)
H (2.991, 1.082, -1.728)
H (5.268, -1.209, -3.653)
H (5.812, -2.179, -2.267)
H (6.262, -0.483, -2.398)
H (3.830, -0.293, 0.328)
H (5.507, -0.091, -0.179)
H (4.862, -1.714, 0.067)
N (0.445, -0.220, 7.682)
C (0.348, -0.120, 6.542)
C (0.231, 0.005, 5.109)
C (-0.986, 0.399, 4.553)
C (-1.106, 0.525, 3.176)
C (0.007, 0.220, 2.414)
C (1.238, -0.137, 2.931)
C (1.340, -0.262, 4.308)
H (-1.831, 0.609, 5.195)
H (-2.038, 0.839, 2.728)
H (2.096, -0.328, 2.299)
H (2.277, -0.555, 4.762)
O (-2.334, 1.342, 0.326)
C (-1.825, 2.037, -0.570)
N (-0.589, 1.707, -1.009)
C (-0.166, 2.596, -2.026)
O (0.867, 2.552, -2.625)
C (-1.305, 3.573, -2.177)
C (-1.422, 4.659, -3.014)
C (-2.598, 5.403, -2.927)
C (-3.608, 5.063, -2.032)
C (-3.481, 3.961, -1.188)
C (-2.315, 3.234, -1.285)
H (-0.633, 4.922, -3.705)
H (-2.729, 6.264, -3.568)
H (-4.506, 5.665, -1.992)
H (-4.261, 3.690, -0.489)

Now the Löwdin charges, all in e: 0.98, -0.03, -0.55, -0.03, -0.05, -0.09, -0.05, -0.49, 0.97, -0.33, -0.09, -0.03, 0.06, -0.53, -0.02, -0.06, -0.02, 0.10, 0.08, 0.10, 0.10, 0.10, 0.08, 0.10, 0.09, 0.10, 0.12, 0.09, 0.10, 0.10, 0.06, 0.09, 0.09, 0.09, 0.07, 0.10, 0.10, 0.18, -0.17, -0.21, -0.01, -0.08, -0.17, -0.08, -0.01, 0.13, 0.10, 0.10, 0.13, -0.01, -0.44, 0.03, -0.38, 0.14, -0.09, 0.02, -0.04, -0.04, 0.02, -0.09, 0.13, 0.11, 0.11, 0.13

=====

(4)
Formula: C15H26ClFN2O7
Source: the OMol25 dataset
Level of theory: the ωB97M-V functional and the def2-TZVPD basis

Its SMILES is [H]/N=C/C[C@]1(Cl)OC(=O)O[C@@]1(N)CCF.CCOC(C)=O.CCOC(C)=O. As for the orbital gap: 10.3 eV. As for the multiplicity: 1. As for the charge: 0.

Cartesian coordinates (Å):
H (0.292, -0.195, -3.015)
N (0.437, -1.095, -2.508)
C (1.714, -1.443, -2.650)
C (2.346, -2.792, -2.005)
C (3.331, -2.370, -0.801)
Cl (2.874, -0.618, -0.398)
O (4.763, -2.237, -1.083)
C (5.271, -1.933, 0.249)
O (5.944, -0.974, 0.641)
O (4.763, -2.998, 1.046)
C (3.379, -3.221, 0.565)
N (3.298, -4.718, 0.487)
C (2.531, -2.718, 1.846)
C (0.938, -2.919, 1.593)
F (0.381, -3.630, 2.746)
H (2.334, -0.718, -3.303)
H (1.439, -3.410, -1.646)
H (2.881, -3.315, -2.880)
H (4.226, -5.129, 0.684)
H (2.724, -5.000, 1.309)
H (2.791, -1.655, 2.173)
H (2.769, -3.405, 2.742)
H (0.739, -3.510, 0.626)
H (0.403, -1.900, 1.593)
C (-5.218, -0.029, -1.927)
C (-4.990, -0.621, -0.550)
O (-3.799, -1.420, -0.524)
C (-2.565, -0.931, -0.296)
C (-2.344, 0.552, -0.365)
O (-1.638, -1.687, -0.115)
H (-4.409, 0.648, -2.211)
H (-6.158, 0.526, -1.956)
H (-5.250, -0.819, -2.681)
H (-4.973, 0.138, 0.235)
H (-5.815, -1.295, -0.310)
H (-2.056, 0.826, -1.381)
H (-1.533, 0.812, 0.319)
H (-3.205, 1.140, -0.053)
C (-1.257, 6.032, 1.708)
C (-1.677, 4.576, 1.671)
O (-1.621, 4.057, 0.333)
C (-0.514, 3.542, -0.233)
C (0.817, 3.774, 0.423)
O (-0.589, 2.966, -1.295)
H (-0.218, 6.157, 1.391)
H (-1.362, 6.437, 2.716)
H (-1.870, 6.623, 1.024)
H (-1.099, 3.955, 2.359)
H (-2.720, 4.497, 1.985)
H (1.265, 4.682, 0.017)
H (1.465, 2.924, 0.200)
H (0.765, 3.841, 1.508)

Now the Löwdin charges, all in e: 0.05, 0.06, -0.30, -0.09, -0.54, 0.76, -0.02, -0.43, 0.14, 0.01, -0.42, 0.10, -0.10, -0.13, -0.13, 0.12, 0.13, 0.13, 0.10, 0.09, 0.11, 0.14, 0.12, 0.12, -0.07, -0.23, 0.00, -0.52, 0.00, 0.07, 0.07, 0.08, 0.08, 0.11, 0.12, 0.09, 0.09, 0.07, -0.07, -0.23, -0.01, -0.53, 0.02, 0.09, 0.07, 0.08, 0.09, 0.11, 0.12, 0.10, 0.09, 0.07

=====

(5)
Formula: C7H15GaO4
Source: the OMol25 dataset
Level of theory: the ωB97M-V functional and the def2-TZVPD basis

Its expectation value of S² is 0.75. As for the orbital gap (spin up / spin down): 8.0 / 10.7 eV. As for the multiplicity: 2. As for the charge: +1.

Cartesian coordinates (Å):
C (0.834, -2.779, -0.440)
O (-0.029, -1.994, 0.330)
C (0.213, -1.889, 1.770)
H (1.092, -2.157, -1.369)
H (0.372, -3.755, -0.660)
H (1.240, -1.505, 1.917)
H (0.147, -2.904, 2.203)
Ga (-1.222, -0.753, 1.207)
C (2.374, -0.203, -1.671)
O (1.180, 0.412, -1.844)
C (0.980, 1.621, -1.135)
C (0.570, 1.386, 0.305)
O (-0.739, 0.845, 0.405)
C (-1.810, 1.788, 0.540)
C (-3.111, 0.988, 0.502)
O (-3.047, -0.129, 1.322)
H (3.239, 0.464, -1.580)
H (2.628, -1.132, -2.179)
H (0.197, 2.172, -1.670)
H (1.900, 2.226, -1.152)
H (1.253, 0.667, 0.779)
H (0.624, 2.330, 0.867)
H (-1.767, 2.529, -0.272)
H (-1.689, 2.302, 1.508)
H (-3.922, 1.683, 0.798)
H (-3.308, 0.709, -0.554)
H (1.798, -2.923, 0.073)

Now the Löwdin charges, all in e: -0.06, -0.30, -0.08, 0.09, 0.12, 0.09, 0.10, 0.77, -0.03, -0.13, -0.15, -0.11, -0.18, -0.12, -0.29, -0.16, 0.08, 0.07, 0.14, 0.15, 0.14, 0.16, 0.15, 0.15, 0.15, 0.14, 0.11

=====

(6)
Formula: C35H52AsFeOP3
Source: the OMol25 dataset
Level of theory: the ωB97M-V functional and the def2-TZVPD basis

Its expectation value of S² is 8.79. As for the orbital gap (spin up / spin down): 7.2 / 3.5 eV. The value obtained for the energy relative to the best compared isomer or geometry (same formula, charge and spin) is 30.5 kJ/mol. As for the multiplicity: 6. As for the charge: +3.

Cartesian coordinates (Å):
Fe (-1.919, -0.427, 0.491)
P (-0.612, -2.036, 1.836)
P (-1.343, -1.374, -1.383)
P (-3.544, -0.561, 1.876)
H (-0.053, 1.524, -0.401)
C (-0.683, 1.638, 0.481)
C (-0.323, 1.092, 1.732)
H (0.635, 0.599, 1.861)
C (1.205, -2.312, 1.727)
C (-1.185, -3.770, 1.570)
C (-0.716, -1.863, 3.668)
C (-1.186, -0.200, -2.772)
C (0.068, -2.486, -1.711)
C (-2.798, -2.378, -1.875)
C (-3.347, 0.395, 3.434)
C (-4.124, -2.205, 2.465)
C (-5.128, 0.098, 1.260)
H (-1.486, 2.373, 0.414)
H (-0.888, 1.357, 2.620)
H (1.748, -1.403, 2.021)
H (1.501, -2.584, 0.707)
H (1.485, -3.127, 2.408)
H (-1.035, -4.075, 0.528)
H (-2.246, -3.877, 1.817)
H (-0.595, -4.429, 2.223)
H (-0.500, -0.825, 3.952)
H (0.046, -2.511, 4.121)
H (-1.699, -2.143, 4.060)
H (-1.859, -0.515, -3.578)
H (-0.152, -0.145, -3.130)
H (-1.509, 0.790, -2.431)
H (-0.123, -3.018, -2.655)
H (0.203, -3.221, -0.910)
H (0.987, -1.891, -1.811)
H (-2.712, -2.605, -2.946)
H (-3.717, -1.805, -1.686)
H (-2.826, -3.308, -1.291)
H (-4.348, 0.541, 3.862)
H (-2.901, 1.373, 3.216)
H (-2.708, -0.134, 4.151)
H (-5.127, -2.079, 2.897)
H (-3.461, -2.639, 3.221)
H (-4.194, -2.891, 1.611)
H (-5.766, 0.314, 2.126)
H (-5.603, -0.652, 0.616)
H (-4.979, 1.014, 0.679)
C (-4.059, 2.116, -1.571)
C (-4.296, 2.128, -2.958)
C (-5.258, 2.982, -3.486)
C (-6.005, 3.813, -2.639)
C (-5.763, 3.795, -1.261)
C (-4.772, 2.972, -0.717)
O (-3.063, 1.281, -1.155)
H (-2.982, 0.922, -0.120)
H (-3.711, 1.452, -3.584)
H (-5.431, 2.997, -4.562)
H (-6.767, 4.472, -3.054)
H (-6.349, 4.430, -0.597)
H (-4.546, 2.987, 0.350)
C (6.245, -2.397, -2.643)
C (5.115, -3.085, -2.180)
C (4.103, -2.393, -1.503)
C (4.237, -1.010, -1.289)
C (5.357, -0.316, -1.763)
C (6.366, -1.021, -2.433)
As (2.818, -0.081, -0.303)
C (3.851, 0.340, 1.325)
C (3.411, 1.370, 2.178)
C (4.079, 1.605, 3.385)
C (5.172, 0.814, 3.751)
C (5.591, -0.229, 2.915)
C (4.925, -0.473, 1.708)
C (2.866, 1.632, -1.268)
C (3.413, 2.804, -0.731)
C (3.226, 4.018, -1.403)
C (2.537, 4.057, -2.616)
C (2.034, 2.875, -3.178)
C (2.204, 1.658, -2.509)
H (7.030, -2.942, -3.171)
H (5.017, -4.159, -2.342)
H (3.220, -2.923, -1.139)
H (5.438, 0.760, -1.610)
H (7.247, -0.483, -2.791)
H (2.564, 1.997, 1.892)
H (3.740, 2.415, 4.035)
H (5.697, 1.005, 4.689)
H (6.436, -0.857, 3.200)
H (5.248, -1.291, 1.059)
H (3.976, 2.771, 0.199)
H (3.624, 4.937, -0.965)
H (2.391, 5.007, -3.134)
H (1.508, 2.895, -4.133)
H (1.831, 0.729, -2.948)

Now the Löwdin charges, all in e: 0.21, 0.79, 0.75, 0.74, 0.05, -0.05, -0.06, 0.02, -0.26, -0.22, -0.23, -0.22, -0.24, -0.21, -0.20, -0.22, -0.21, 0.09, 0.06, 0.01, 0.01, 0.07, 0.04, 0.03, 0.07, 0.05, 0.07, 0.04, 0.07, 0.04, 0.02, 0.08, 0.02, 0.01, 0.07, 0.05, 0.05, 0.08, 0.05, 0.04, 0.08, 0.04, 0.06, 0.08, 0.08, 0.01, -0.33, -0.01, -0.05, -0.05, -0.05, -0.05, -0.14, 0.04, 0.11, 0.12, 0.12, 0.12, 0.11, -0.03, -0.05, -0.12, -0.40, -0.08, -0.03, 1.45, -0.38, -0.14, -0.04, -0.02, -0.03, -0.07, -0.39, -0.08, -0.03, -0.02, -0.04, -0.11, 0.13, 0.12, 0.08, 0.11, 0.13, 0.09, 0.12, 0.13, 0.13, 0.11, 0.10, 0.13, 0.13, 0.12, 0.09

=====

Number 5 is which compound? C7H15GaO4

=====

Among the records above, which one has the highest charge? C35H52AsFeOP3

=====

The highest charge belongs to which entry? C35H52AsFeOP3

=====

What is the formula in the sixth record? C35H52AsFeOP3